Molecular formula: C4H11N2O
Method: DFT, ωB97M-V/def2-TZVPD

Atoms and positions in Å:
N 0.21762 2.24232 -1.26708
C 1.17530 1.24186 -0.82408
C 0.70889 -0.14352 -1.22386
N -0.47911 -0.46042 -0.39106
C -0.56341 -0.41368 1.04228
C -1.03859 -1.86058 1.60090
O -1.56542 -1.71128 2.80778
H 0.56905 3.17880 -1.14124
H -0.65949 2.07635 -0.78921
H 2.14565 1.51853 -1.28390
H 1.49083 1.27654 0.21768
H 1.48605 -0.86916 -0.95999
H 0.49245 -0.26062 -2.28004
H -0.88270 -1.30732 -0.74506
H -1.34758 0.27422 1.38102
H 0.33101 -0.08841 1.57510
H -1.78347 -2.02462 0.80806
H -0.29709 -2.66899 1.47271

Output
LUMO (spin up / spin down) (eV): 1.00 / -1.57
Max |F| (eV/A): 2.5
Kohn-Sham gap (spin up / spin down) (eV): 9.84 / 7.26
Calculated total energy (eV): -9350.8953
2S+1: 2


Molecular formula: C6H12
Method: DFT, ωB97M-V/def2-TZVPD

Atoms and positions in Å:
C -0.61523 -1.67415 0.71201
C -0.88514 -0.66072 1.55779
C -0.93032 -1.00953 3.04535
H -1.03002 -1.80004 -0.32476
H -0.01912 -2.48039 1.03380
H -1.25679 0.31278 1.14582
H -2.11747 -1.12925 3.26230
H -0.61280 -0.22974 3.73859
H -0.31235 -1.78802 3.17561
C 2.05665 0.42762 -1.45263
C 0.78400 1.01277 -1.42208
C -0.06219 1.51289 -2.60437
H 2.47595 0.27349 -0.41953
H 2.83343 0.79080 -2.27517
H 0.53776 1.40072 -0.43871
H -0.98863 1.74413 -2.22842
H -0.17318 0.88972 -3.54232
H 0.31547 2.40693 -2.96329

Output
LUMO (eV): 1.12
Max |F| (eV/A): 5.8
SMILES: C=CC.C=CC
Kohn-Sham gap (eV): 9.95
Calculated total energy (eV): -6412.7398


Molecular formula: C13H11ClO2
Method: DFT, ωB97M-V/def2-TZVPD

Atoms and positions in Å:
C -0.70733 -4.04856 0.19848
C -0.73243 -3.22782 -1.24166
C -1.77575 -1.92736 -1.22200
Cl -3.09697 -2.14759 0.11231
C -0.99678 -0.50707 -0.80811
C -1.74959 0.87882 -1.32928
C -1.12956 2.36242 -1.00104
C 0.26584 2.45159 -0.10154
C 0.99885 1.04983 0.43808
C 0.39727 -0.46995 0.08762
C 2.37233 1.21524 1.37712
O 3.22119 0.18871 1.46926
C 2.56184 2.66247 2.18646
C 1.88642 3.90495 1.68060
C 0.97122 3.91365 0.29172
O 0.80991 5.03450 -0.45280
H 0.15052 -4.85478 0.15014
H -0.43618 -3.32936 1.10027
H -1.70752 -4.62486 0.42260
H -1.10387 -4.01498 -2.05726
H 0.34976 -2.86764 -1.57852
H -2.32649 -1.83574 -2.27630
H -2.74375 0.80142 -1.94352
H -1.67411 3.33359 -1.41439
H 0.91567 -1.46632 0.44548
H 3.24674 2.62524 3.15575
H 2.03277 4.89960 2.31051

Output
LUMO (eV): -1.94
Max |F| (eV/A): 8.8
SMILES: CC[C@@H](Cl)c1ccc2c(c1)C(=O)C=CC2=O
Kohn-Sham gap (eV): 7.19
Calculated total energy (eV): -30263.1411


Molecular formula: C6H17NO4
Method: DFT, ωB97M-V/def2-TZVPD

Atoms and positions in Å:
C 1.79928 -1.67369 -2.19627
C 0.69570 -0.75012 -1.74532
C 0.73513 0.60230 -1.93164
N -0.33929 1.13517 -1.22761
C -1.14155 0.11109 -0.81513
C -0.50601 -1.09517 -0.99802
C -0.87085 -2.51967 -0.65889
H 2.66056 -1.70698 -1.53562
H 2.09452 -1.65120 -3.24335
H 1.41132 -2.69784 -2.12551
H 1.43226 1.25107 -2.42439
H -0.75600 1.98730 -1.57740
H -2.05337 0.30140 -0.26936
H -0.13725 -3.08611 -1.19459
H -0.72525 -2.65417 0.41213
H -1.89017 -2.84531 -0.84767
O -0.46104 3.35497 1.46778
H 0.02173 2.84341 2.13245
H 0.05008 3.15213 0.67820
O -3.09546 2.78109 1.68046
H -2.22407 3.21695 1.66087
H -2.89484 2.06029 2.28752
O 1.24087 -1.63312 1.74877
H 1.17715 -1.30306 0.84688
H 0.38121 -1.77774 2.09797
O 1.05441 1.19703 2.50038
H 1.63825 0.62476 2.00194
H 0.70269 0.77523 3.27542

Output
LUMO (eV): 0.38
Max |F| (eV/A): 1.8
SMILES: Cc1c[nH]cc1C.O.O.O.O
Kohn-Sham gap (eV): 8.90
Calculated total energy (eV): -16177.5872


Molecular formula: C2N2O4
Method: DFT, ωB97M-V/def2-TZVPD

Atoms and positions in Å:
O 0.45497 -1.28113 1.59846
C 0.30339 -0.58791 0.67647
O 0.46635 -1.28480 -0.51563
N -0.09167 -0.79507 -1.69088
N -0.57535 0.39328 -1.64506
O -0.47236 1.31124 -0.61942
C -0.09248 0.84071 0.57727
O 0.00715 1.40368 1.61879

Output
LUMO (eV): -1.05
Max |F| (eV/A): 4.9
SMILES: O=c1onnoc1=O
Kohn-Sham gap (eV): 10.81
Calculated total energy (eV): -13239.2705


Ordered ΔE to the lowest compared entry with this formula, charge and spin results: 1.623 4.201 13.697 0.670 2.207; unit eV.